112
Properties=species:S:1:pos:R:3:forces:R:3:lowdin_charge:R:1 method="wB97M-V/def2-TZVPD" relative_energy_ev=0.0000 homo_energy_ev=-4.0 charge=-1 e_tot_ha=-2490.0378
C 2.8042 -1.2351 -2.9467 0.0 -0.5 0.0 -0.103
C 1.4476 -1.8074 -2.5256 0.2 0.3 -0.1 -0.243
C 0.9315 -1.2290 -1.1847 -0.6 -0.2 -0.7 -0.211
C 0.4721 -2.3090 -0.1969 0.1 0.4 0.5 -0.212
B 1.6274 -2.9583 0.7732 0.1 -0.1 -0.3 -0.680
C 2.6462 -1.7976 1.4427 -0.1 0.2 0.2 -0.080
C 3.8580 -1.4128 0.6995 -0.1 0.8 -0.4 -0.461
O 4.0619 -0.3661 0.1351 0.0 -0.5 0.2 0.106
O 4.8627 -2.4014 0.5409 0.0 -0.1 0.3 0.092
C 5.5849 -2.8258 1.5961 0.3 -0.5 -0.2 -0.514
C 5.5494 -2.0195 2.8742 0.3 0.0 0.0 0.020
O 6.3019 -3.7907 1.4781 -0.3 0.4 0.0 0.090
B 2.4025 -4.3185 0.1073 0.2 -0.2 -0.1 -0.607
O 3.4795 -4.9676 0.7418 0.0 0.3 -0.1 0.080
O 1.9578 -4.9670 -1.0677 -0.3 0.1 0.3 0.083
P 0.5956 -3.7656 2.2667 -0.4 -0.3 -0.1 0.904
C 1.8397 -4.6113 3.3573 0.1 0.2 -0.2 -0.331
C 0.1968 -2.3017 3.3408 0.2 0.0 0.0 -0.344
H 3.5678 -1.5216 -2.2177 0.0 0.2 0.0 0.062
H 3.1263 -1.6460 -3.9111 -0.1 0.2 0.0 0.055
H 2.7612 -0.1453 -3.0079 0.1 0.0 0.0 0.072
H 0.7219 -1.5712 -3.3159 0.0 -0.1 0.0 0.087
H 1.5123 -2.8978 -2.4790 0.0 0.0 0.1 0.091
H 0.0563 -0.6100 -1.4305 0.2 0.1 0.1 0.082
H 1.6666 -0.5399 -0.7615 0.0 -0.2 0.1 0.093
H -0.2822 -1.8403 0.4578 0.0 0.0 0.0 0.052
H -0.0746 -3.0862 -0.7471 0.1 0.0 0.0 0.096
H 2.0883 -0.8619 1.5651 0.0 -0.1 0.1 0.118
H 2.9256 -2.1382 2.4466 0.1 -0.1 -0.1 0.079
H 5.0932 -2.6313 3.6545 -0.1 0.1 -0.1 0.092
H 5.0484 -1.0586 2.7885 -0.1 -0.1 0.0 0.081
H 6.5916 -1.8492 3.1569 -0.1 0.0 0.0 0.090
H 4.1411 -5.2106 0.0806 -0.1 -0.3 0.2 0.096
H 1.9446 -5.9172 -0.8928 0.3 0.1 -0.3 0.087
H 2.8363 -4.1662 3.2447 -0.1 0.0 0.2 0.017
H 1.9222 -5.6535 3.0428 0.0 0.0 0.1 0.021
H 1.5267 -4.5616 4.4026 0.0 -0.1 0.0 0.019
H -0.4457 -2.6303 4.1611 0.0 0.1 0.0 0.011
H 1.0953 -1.8289 3.7588 -0.1 0.0 0.0 0.024
H -0.3329 -1.5570 2.7415 0.0 0.0 0.1 0.017
C 0.1467 -3.6900 -5.8632 0.1 0.1 0.1 -0.107
O 1.1551 -2.7497 -6.1727 -0.1 0.0 0.0 -0.199
C 1.8950 -3.0215 -7.3493 0.1 0.0 0.0 -0.219
C 1.5943 -1.9989 -8.4235 -0.1 0.0 0.0 -0.219
N 0.2357 -2.1413 -8.9279 0.0 0.1 0.1 -0.052
C -0.2153 -1.0515 -9.7842 0.0 -0.1 0.0 -0.207
C -0.2860 0.3526 -9.1924 0.0 0.1 -0.1 -0.236
O -1.2836 0.5209 -8.2065 0.0 -0.1 0.0 -0.182
C -0.9160 0.1393 -6.8910 -0.1 0.1 0.0 -0.093
H -0.2038 -3.4618 -4.8584 0.0 0.0 0.0 0.085
H -0.7019 -3.6291 -6.5558 0.0 -0.1 0.0 0.077
H 0.5403 -4.7107 -5.8716 0.0 0.0 0.0 0.089
H 1.6983 -4.0368 -7.7084 -0.1 0.0 0.0 0.121
H 2.9562 -2.9523 -7.0930 0.0 0.0 0.0 0.122
H 2.2963 -2.1337 -9.2529 0.0 0.0 0.0 0.121
H 1.7823 -1.0096 -7.9846 0.1 0.0 0.0 0.106
H -0.3980 -2.2231 -8.1436 0.0 0.0 0.0 0.071
H -1.2169 -1.3073 -10.1393 0.0 0.0 0.0 0.117
H 0.4342 -1.0175 -10.6662 0.0 0.0 0.0 0.114
H -0.5559 1.0323 -10.0055 0.0 0.0 0.0 0.118
H 0.6851 0.6888 -8.8085 0.0 -0.1 0.0 0.110
H 0.1451 0.3174 -6.6996 0.0 0.0 0.0 0.090
H -1.1424 -0.9108 -6.6890 0.1 0.0 0.0 0.073
H -1.5007 0.7455 -6.1998 0.0 0.0 0.0 0.088
C -6.4775 0.2267 0.8747 0.0 0.0 -0.1 -0.119
O -6.0815 0.9726 -0.2561 0.0 0.0 0.1 -0.192
C -6.0851 2.3813 -0.0765 0.0 0.1 -0.1 -0.224
C -4.6812 2.9451 -0.0369 0.1 -0.1 0.1 -0.225
N -3.9838 2.5567 1.1781 0.0 -0.1 -0.1 -0.049
C -2.5581 2.8828 1.2046 -0.1 0.0 0.1 -0.195
C -1.6456 2.2397 0.1671 0.2 0.1 0.0 -0.223
O -1.4689 0.8530 0.3483 -0.1 0.0 -0.1 -0.178
C -2.4667 0.0273 -0.2206 0.1 -0.1 0.2 -0.097
H -6.6024 -0.8054 0.5522 0.0 0.0 0.0 0.088
H -5.7288 0.2509 1.6735 0.0 0.0 0.0 0.079
H -7.4306 0.5885 1.2748 0.0 0.0 0.0 0.084
H -6.6344 2.6528 0.8309 0.0 0.0 0.0 0.119
H -6.6111 2.8134 -0.9332 0.0 0.0 0.0 0.118
H -4.7453 4.0380 -0.0699 0.0 0.0 0.0 0.120
H -4.1681 2.6139 -0.9507 0.0 0.0 0.0 0.107
H -4.0880 1.5597 1.3131 0.0 0.0 0.0 0.069
H -2.1702 2.5930 2.1810 0.0 0.1 0.0 0.099
H -2.4579 3.9723 1.1334 0.0 0.0 0.0 0.118
H -0.6537 2.6796 0.3055 0.0 0.0 0.0 0.122
H -1.9450 2.4608 -0.8665 -0.1 -0.1 0.0 0.112
H -2.8839 0.4539 -1.1381 0.0 0.1 0.0 0.091
H -3.2710 -0.1615 0.4983 -0.1 0.0 -0.1 0.076
H -2.0008 -0.9280 -0.4602 0.0 0.0 0.0 0.072
C -0.0568 7.0351 6.8809 0.1 0.0 0.0 -0.120
O 0.7887 5.9387 7.1531 -0.1 0.0 0.0 -0.192
C 0.3392 5.0820 8.1946 0.1 -0.1 0.1 -0.220
C -0.1102 3.7401 7.6597 -0.1 0.0 -0.1 -0.220
N -1.3411 3.8583 6.8929 0.1 0.0 -0.1 -0.053
C -1.7343 2.6505 6.1712 -0.1 0.1 0.1 -0.198
C -0.7997 2.1074 5.0978 0.0 -0.2 -0.1 -0.215
O -0.6935 2.9280 3.9507 0.0 0.1 0.1 -0.200
C 0.2404 3.9842 4.0311 0.0 0.0 -0.2 -0.093
H 0.4819 7.6974 6.2051 0.0 0.0 0.0 0.087
H -0.9919 6.7316 6.3974 0.0 0.0 0.0 0.078
H -0.2983 7.5875 7.7947 0.0 0.0 0.0 0.085
H -0.4643 5.5593 8.7644 0.0 0.0 0.0 0.120
H 1.1849 4.9224 8.8694 0.0 0.0 0.0 0.120
H -0.2862 3.0692 8.5065 0.0 0.0 0.0 0.123
H 0.7208 3.3243 7.0736 0.0 0.0 0.1 0.108
H -1.2455 4.6164 6.2300 0.0 0.0 0.0 0.069
H -2.6961 2.8557 5.6950 0.0 0.0 0.0 0.120
H -1.9078 1.8564 6.9051 0.0 0.0 0.0 0.117
H -1.2254 1.1649 4.7449 0.0 0.0 0.0 0.125
H 0.1981 1.8707 5.4864 0.0 0.1 0.0 0.114
H 1.0976 3.7205 4.6564 0.0 0.0 0.0 0.090
H -0.2123 4.9072 4.4088 0.0 0.0 0.1 0.073
H 0.5972 4.1812 3.0197 0.0 0.0 0.0 0.089

109
Properties=species:S:1:pos:R:3:forces:R:3:lowdin_charge:R:1 method="wB97M-V/def2-TZVPD" relative_energy_ev=0.0000 homo_energy_ev=-9.3 charge=0 e_tot_ha=-2139.5786
C 4.1741 -2.8259 -3.5983 -0.6 0.4 0.3 -0.118
O 4.9921 -3.6944 -2.8624 0.2 -0.5 0.1 -0.177
C 4.6476 -5.0696 -2.9749 0.1 0.7 0.8 -0.193
C 3.3819 -5.3876 -2.1621 -0.2 -1.4 -0.3 -0.435
C 3.7678 -5.7786 -0.7373 0.9 0.2 -0.6 -0.062
N 2.6413 -6.4968 -2.7888 -0.3 -0.1 -0.3 0.025
H 4.2003 -1.8727 -3.0689 0.3 0.2 -0.3 0.084
H 3.1058 -3.0838 -3.5936 0.1 -0.4 0.0 0.072
H 4.4769 -2.7385 -4.6448 0.2 0.1 0.0 0.090
H 4.6126 -5.3876 -4.0194 -0.3 0.1 -0.1 0.119
H 5.4490 -5.6347 -2.4933 0.3 0.1 -0.2 0.122
H 2.7193 -4.5227 -2.0973 0.0 0.0 -0.2 0.120
H 4.4236 -6.6570 -0.7422 -0.1 -0.1 -0.2 0.077
H 2.9320 -6.0158 -0.0862 -0.1 0.4 0.1 0.077
H 4.4251 -4.9651 -0.4168 -0.4 0.0 0.7 0.082
H 2.6901 -6.4147 -3.8002 -0.2 0.2 0.0 0.059
H 3.0584 -7.4063 -2.6173 0.1 0.2 0.4 0.067
C -0.1492 0.4628 -3.8057 0.2 -0.3 -0.3 -0.098
O 0.7294 0.8937 -2.8108 0.7 1.2 -0.1 -0.169
C 1.3787 -0.0811 -2.0678 0.1 -1.4 0.5 -0.220
C 2.4426 0.4926 -1.1345 -0.8 0.8 -1.3 -0.196
O 2.9599 -0.5613 -0.3676 0.4 0.6 0.2 -0.120
C 3.1752 -0.2332 0.9813 -1.7 -0.5 1.4 -0.204
C 3.7797 -1.4313 1.6802 0.1 -0.2 0.2 -0.206
O 4.1848 -0.9851 2.9541 0.1 0.5 0.2 -0.210
C 4.5932 -1.9877 3.8615 0.1 0.4 -0.4 -0.099
H -0.8681 -0.2656 -3.4141 -0.1 0.1 -0.1 0.086
H 0.3837 0.0231 -4.6595 0.1 -0.2 0.1 0.091
H -0.6450 1.3431 -4.2078 -0.2 0.0 0.3 0.063
H 1.9073 -0.8537 -2.6490 -0.4 0.1 -0.5 0.117
H 0.6128 -0.6008 -1.4724 0.2 -0.2 0.2 0.121
H 1.9267 1.3262 -0.6402 0.4 -0.3 0.8 0.133
H 3.2476 0.9466 -1.7205 0.0 0.0 -0.1 0.131
H 2.1789 -0.0824 1.4362 0.0 0.0 0.0 0.128
H 3.6935 0.6770 1.3081 0.6 0.0 -1.1 0.134
H 4.5988 -1.8328 1.0694 0.2 0.0 0.2 0.132
H 3.0383 -2.2258 1.8253 -0.1 0.0 -0.3 0.129
H 3.7936 -2.7146 4.0194 0.1 -0.2 0.0 0.088
H 4.8332 -1.4913 4.7992 -0.1 0.0 0.0 0.084
H 5.5120 -2.4542 3.4966 -0.1 -0.3 0.0 0.089
C -0.5974 -3.6967 -3.5626 -0.2 -0.3 0.5 -0.084
O -1.0917 -3.2526 -2.3044 0.8 0.1 -0.3 -0.220
C -1.6064 -4.2857 -1.5025 -1.1 0.2 1.2 -0.201
C -3.1077 -4.0242 -1.2193 0.6 -0.3 0.1 -0.183
O -3.3719 -2.9594 -0.3221 0.4 0.1 -0.5 -0.117
C -3.2275 -1.6905 -0.9421 -0.5 0.4 0.9 -0.209
C -3.7519 -0.6001 -0.0112 1.0 0.2 -0.9 -0.197
O -3.0058 -0.3867 1.1672 -0.6 -0.2 0.1 -0.173
C -1.7013 0.1000 0.9438 0.0 -0.1 1.4 -0.108
H -1.4688 -4.0030 -4.1501 0.4 -0.1 -0.4 0.094
H 0.1031 -4.5258 -3.4144 -0.2 -0.2 -0.1 0.077
H -0.0288 -2.9072 -4.0517 -0.3 0.3 0.1 0.075
H -1.1115 -4.3053 -0.5240 0.2 0.3 -0.1 0.128
H -1.4698 -5.3006 -1.8857 0.0 0.1 -0.5 0.123
H -3.5221 -4.9093 -0.7344 -0.1 -0.1 -0.2 0.125
H -3.6033 -3.8222 -2.1745 -0.2 -0.2 -0.1 0.123
H -3.8902 -1.6118 -1.8135 0.3 -0.2 -0.3 0.130
H -2.1937 -1.4859 -1.2178 0.0 -0.1 -0.2 0.095
H -4.8004 -0.8153 0.1816 0.1 0.2 0.6 0.129
H -3.6549 0.3164 -0.6133 -0.5 0.1 -0.1 0.122
H -1.2840 0.1920 1.9518 0.2 -0.3 -0.1 0.090
H -1.6582 1.1380 0.5958 -0.2 -0.2 -0.8 0.094
H -1.1076 -0.6247 0.3873 0.2 0.3 -0.3 0.075
C -1.1403 1.5000 11.6670 0.8 1.0 0.6 -0.124
O -1.2027 0.5382 10.6625 -0.6 0.2 -0.1 -0.166
C -0.0180 -0.0335 10.1878 0.0 -1.5 -0.7 -0.209
C 0.4268 0.4061 8.7952 -0.2 1.3 0.7 -0.174
O 0.6882 1.8150 8.8626 -0.4 -0.2 -0.5 -0.139
C 0.7756 2.3873 7.5703 0.6 -0.7 -0.3 -0.186
C 2.1617 2.1591 6.9543 0.1 1.3 0.1 -0.204
O 2.0866 2.5863 5.6035 0.2 -0.1 -0.4 -0.189
C 2.6411 1.6499 4.6986 0.3 -0.3 0.5 -0.112
H -0.6655 1.1561 12.5967 0.1 -0.3 -0.2 0.085
H -2.1284 1.8397 11.9748 -0.2 -0.3 -0.5 0.085
H -0.5817 2.3861 11.3416 0.0 0.0 0.0 0.086
H -0.3217 -1.0816 10.0747 0.5 -0.2 0.0 0.125
H 0.8343 -0.0344 10.8716 -0.2 0.5 0.3 0.129
H -0.3560 0.2367 8.0520 -0.1 -0.1 0.1 0.126
H 1.3437 -0.0986 8.4821 -0.1 -0.4 0.1 0.118
H 0.5331 3.4430 7.6421 0.2 0.1 0.1 0.129
H 0.0944 1.9524 6.8298 -0.4 -0.1 0.4 0.124
H 2.5417 1.1383 7.0212 -0.4 -0.2 0.1 0.110
H 2.8731 2.8088 7.4761 0.2 -0.2 0.0 0.127
H 2.4630 1.9531 3.6716 -0.3 0.1 0.0 0.082
H 2.2233 0.6632 4.9190 -0.2 -0.1 -0.4 0.086
H 3.7260 1.5331 4.8036 0.1 0.2 0.2 0.087
C -1.4116 2.8875 -7.8748 1.3 0.0 -1.0 -0.133
O -2.3626 3.5747 -7.1402 -1.1 0.0 -0.3 -0.158
C -2.0001 3.8247 -5.8152 0.8 -0.2 0.7 -0.213
C -3.1828 4.3602 -5.0504 -1.0 0.5 -0.3 -0.178
O -3.5271 5.6277 -5.5999 0.0 -0.3 -0.6 -0.128
C -4.4239 6.3957 -4.8558 -0.5 0.8 0.8 -0.205
C -5.8198 5.7865 -4.6179 -0.2 -0.5 0.4 -0.185
O -6.5099 6.1765 -3.4354 0.8 0.0 0.4 -0.200
C -6.8402 7.5433 -3.3162 -0.3 -0.2 -0.6 -0.115
H -0.4791 3.4733 -7.9056 0.2 -0.4 0.3 0.094
H -1.6558 2.7861 -8.9371 -0.7 0.4 0.2 0.088
H -1.2246 1.8457 -7.5793 0.0 0.2 0.6 0.088
H -1.1491 4.5147 -5.7319 -0.1 0.2 -0.3 0.136
H -1.6293 2.8954 -5.3627 -0.3 -0.1 0.2 0.102
H -3.0652 4.5137 -3.9722 0.6 -0.4 0.0 0.136
H -4.0205 3.6666 -5.1847 0.1 -0.1 0.0 0.121
H -4.4750 7.3637 -5.3531 0.0 0.0 -0.1 0.126
H -4.0155 6.5911 -3.8519 0.0 -0.1 0.1 0.129
H -5.6142 4.7296 -4.4410 -0.4 -0.1 -0.2 0.110
H -6.5681 5.9049 -5.4050 0.5 0.0 -0.6 0.128
H -7.7812 7.5771 -2.7684 0.1 0.2 0.2 0.086
H -7.0276 7.9751 -4.3080 0.0 0.1 0.0 0.089
H -6.0688 8.1303 -2.8138 0.0 0.0 0.1 0.084